Entry from the Open Molecules 2025 dataset: a 7-piece molecular cluster, C39H61BrF7N2O22P overall in a non-equilibrium geometry (wB97M-V/def2-TZVPD).

The geometry in ORCA input format:
```
! RIJCOSX wB97M-V def2-TZVPD def2/J DEFGRID3
* xyz 0 1
C 3.93 -0.94 1.57
C 5.12 -0.16 0.73
C 4.44 0.50 -0.62
C 5.39 0.08 -1.91
C 4.80 -1.29 -2.66
C 5.09 -1.23 -4.27
C 5.35 -2.69 -4.98
C 4.21 -3.82 -4.61
C 2.79 -3.63 -5.41
C 1.76 -2.58 -4.68
C 0.50 -3.36 -3.89
C 0.97 -4.10 -2.50
C 0.17 -3.54 -1.15
C 1.05 -4.12 0.13
C 0.19 -5.33 0.91
C -0.20 -6.58 -0.07
F -0.59 -7.83 0.69
O 0.14 -2.08 -1.24
C -1.10 -1.49 -0.70
Br -1.38 -1.80 1.27
P -2.68 -1.90 -1.75
N -3.43 -3.27 -1.22
C -0.90 0.16 -0.86
C -2.16 1.03 -0.28
C -2.54 2.14 -1.47
O -3.35 1.56 -2.56
C -2.61 1.60 -3.85
O -2.75 0.57 -4.74
N 0.47 0.63 -0.35
O 0.53 2.00 -0.35
H 3.82 -2.03 1.14
H 4.26 -1.01 2.70
H 2.88 -0.37 1.54
H 5.90 -0.99 0.40
H 5.62 0.68 1.41
H 3.34 0.11 -0.70
H 4.37 1.68 -0.55
H 5.23 0.95 -2.72
H 6.52 -0.04 -1.60
H 3.65 -1.31 -2.37
H 5.34 -2.19 -2.13
H 6.10 -0.61 -4.41
H 4.26 -0.66 -4.89
H 6.41 -3.16 -4.72
H 5.32 -2.51 -6.16
H 4.09 -3.90 -3.45
H 4.65 -4.87 -4.97
H 2.99 -3.19 -6.49
H 2.24 -4.65 -5.55
H 1.21 -1.97 -5.55
H 2.29 -1.78 -4.01
H 0.04 -4.20 -4.61
H -0.33 -2.55 -3.77
H 0.90 -5.29 -2.58
H 2.11 -3.86 -2.34
H -0.88 -4.07 -1.15
H 2.03 -4.66 -0.27
H 1.38 -3.30 0.90
H -0.84 -4.91 1.35
H 0.77 -5.78 1.83
H -1.20 -6.26 -0.65
H 0.59 -6.84 -0.89
H -2.37 -2.11 -3.14
H -3.70 -0.86 -1.63
H -2.89 -3.67 -0.42
H -0.87 0.35 -2.04
H -3.09 0.38 0.05
H -1.82 1.61 0.71
H -1.56 2.58 -1.98
H -3.13 3.05 -1.04
H -1.94 2.51 -4.20
H 1.16 0.37 -1.11
H 0.78 2.33 -1.26
O 1.99 4.82 5.36
C 1.39 4.06 4.63
O 1.54 4.04 3.27
C 0.77 2.94 2.80
C -0.23 2.76 3.89
F -0.57 1.45 4.02
O 0.48 3.14 5.05
H 1.43 2.07 2.67
H 0.30 3.17 1.84
H -1.13 3.37 3.79
O -4.72 -4.62 -7.06
C -5.18 -3.92 -6.17
O -6.35 -3.22 -6.28
C -6.60 -2.67 -5.00
C -5.24 -2.63 -4.40
F -5.31 -2.79 -3.06
O -4.60 -3.75 -4.95
H -7.29 -3.32 -4.45
H -7.05 -1.67 -5.09
H -4.68 -1.72 -4.63
O 5.42 1.58 9.84
C 5.02 2.08 8.80
O 4.00 2.98 8.72
C 3.94 3.41 7.38
C 4.58 2.28 6.65
F 5.23 2.72 5.55
O 5.54 1.80 7.57
H 4.50 4.35 7.27
H 2.91 3.58 7.06
H 3.89 1.47 6.38
O -1.04 9.81 6.83
C -0.42 9.12 6.04
O 0.94 9.04 5.97
C 1.24 8.04 5.02
C 0.01 8.01 4.18
F -0.22 6.77 3.70
O -1.02 8.33 5.10
H 1.43 7.09 5.53
H 2.13 8.31 4.44
H 0.00 8.74 3.36
O 1.70 0.31 7.36
C 0.52 0.14 7.61
O -0.26 1.07 8.25
C -1.58 0.55 8.23
C -1.35 -0.91 8.08
F -2.36 -1.49 7.38
O -0.18 -0.99 7.30
H -2.13 0.99 7.38
H -2.11 0.80 9.15
H -1.20 -1.44 9.02
O -10.39 3.81 -6.68
C -9.62 2.94 -6.31
O -8.29 3.13 -6.09
C -7.80 1.92 -5.54
C -8.79 0.92 -6.02
F -8.93 -0.09 -5.13
O -10.00 1.65 -6.06
H -7.77 2.00 -4.45
H -6.79 1.71 -5.90
H -8.57 0.51 -7.02
*
```

SMILES string	CCCCCCCCCCCC[C@@H](CCCF)O[C@](Br)([PH2]=N)[C@@H](CCOC=O)NO.O=C1OC[C@@H](F)O1.O=C1OC[C@@H](F)O1.O=C1OC[C@@H](F)O1.O=C1OC[C@@H](F)O1.O=C1OC[C@@H](F)O1.O=C1OC[C@@H](F)O1
energy relative to the best compared isomer or geometry (same formula, charge and spin)	146.6	kcal per mole

Here are the Löwdin charges for atoms 1 to 8, given in e: -0.15, -0.25, -0.22, -0.21, -0.21, -0.22, -0.22, -0.22



Entry from the Open Molecules 2025 dataset: a 8-piece molecular cluster, C39H61NO26 overall in a non-equilibrium geometry (wB97M-V/def2-TZVPD).

The geometry in ORCA input format:
```
! RIJCOSX wB97M-V def2-TZVPD def2/J DEFGRID3
* xyz 0 1
H -1.12 0.82 1.33
N -2.09 0.55 1.13
C -2.24 -0.68 1.27
C -3.60 -1.26 1.03
C -3.75 -2.25 -0.12
C -5.23 -2.78 0.07
C -5.34 -3.92 1.11
C -5.63 -5.31 0.51
C -4.66 -6.41 0.95
O -4.13 -6.21 2.25
C -2.75 -5.88 2.27
O -2.94 -3.46 -0.14
C -3.26 -4.00 -1.36
O -3.28 -5.11 -1.65
O -3.58 -3.01 -2.28
C -3.54 -1.80 -1.54
C -2.52 -0.74 -1.93
C -1.03 -1.10 -1.80
C -0.64 -2.52 -2.29
C 0.90 -2.57 -2.52
C 1.71 -2.39 -1.25
C 1.47 -3.49 -0.19
C 0.82 -2.98 1.10
O 1.47 -3.47 2.27
C 0.58 -4.01 3.22
H -1.38 -1.28 1.57
H -3.90 -1.78 1.95
H -4.29 -0.42 0.93
H -5.78 -1.93 0.50
H -5.72 -2.99 -0.88
H -6.20 -3.67 1.73
H -4.49 -3.91 1.78
H -6.63 -5.62 0.84
H -5.71 -5.25 -0.57
H -3.89 -6.58 0.19
H -5.22 -7.35 0.98
H -2.35 -5.60 1.30
H -2.16 -6.68 2.72
H -2.62 -5.01 2.93
H -4.50 -1.31 -1.78
H -2.71 -0.38 -2.94
H -2.70 0.11 -1.27
H -0.62 -0.97 -0.80
H -0.49 -0.40 -2.43
H -0.81 -3.21 -1.47
H -1.17 -2.79 -3.19
H 1.19 -1.86 -3.29
H 1.09 -3.59 -2.86
H 1.57 -1.42 -0.78
H 2.76 -2.44 -1.53
H 2.44 -3.90 0.09
H 0.88 -4.33 -0.55
H -0.24 -3.28 1.15
H 0.84 -1.89 1.14
H 1.02 -4.07 4.21
H -0.35 -3.43 3.33
H 0.28 -5.01 2.87
O 1.95 0.58 7.86
C 2.09 -0.15 6.94
O 1.52 0.04 5.72
C 2.11 -0.91 4.82
C 2.59 -1.98 5.74
O 2.85 -1.28 6.95
H 1.38 -1.27 4.10
H 2.92 -0.42 4.28
H 1.82 -2.74 5.93
H 3.49 -2.47 5.37
O 1.42 1.25 -2.11
C 1.18 1.97 -3.03
O 2.00 2.98 -3.43
C 1.50 3.46 -4.69
C 0.05 3.06 -4.65
O 0.08 1.89 -3.81
H 1.64 4.54 -4.77
H 2.05 2.97 -5.49
H -0.59 3.82 -4.18
H -0.35 2.82 -5.64
O 3.97 0.86 2.47
C 4.26 1.66 3.30
O 4.81 1.36 4.50
C 5.22 2.59 5.12
C 4.30 3.59 4.45
O 4.06 2.99 3.18
H 5.08 2.54 6.20
H 6.27 2.76 4.91
H 3.35 3.70 4.98
H 4.76 4.57 4.34
O 4.09 1.20 -6.12
C 4.55 1.08 -5.03
O 5.11 2.10 -4.32
C 5.34 1.62 -2.99
C 5.42 0.12 -3.19
O 4.59 -0.08 -4.34
H 6.25 2.03 -2.58
H 4.50 1.91 -2.37
H 6.43 -0.22 -3.41
H 5.04 -0.44 -2.33
O -3.06 5.38 -2.93
C -3.68 4.48 -2.47
O -3.42 3.17 -2.72
C -4.22 2.39 -1.83
C -5.35 3.33 -1.49
O -4.74 4.61 -1.63
H -4.55 1.47 -2.31
H -3.62 2.13 -0.95
H -6.18 3.25 -2.20
H -5.73 3.19 -0.49
O -0.63 3.00 -7.57
C -1.77 2.81 -7.86
O -2.26 2.85 -9.12
C -3.60 2.35 -9.08
C -4.00 2.61 -7.65
O -2.75 2.54 -6.96
H -4.23 2.88 -9.80
H -3.59 1.29 -9.34
H -4.43 3.60 -7.50
H -4.70 1.87 -7.27
O 7.00 4.92 4.91
C 6.72 5.53 5.89
O 6.23 6.79 5.89
C 5.80 7.09 7.23
C 6.63 6.14 8.05
O 6.85 5.06 7.15
H 5.98 8.14 7.47
H 4.73 6.89 7.31
H 7.60 6.57 8.33
H 6.12 5.80 8.95
*
```

SMILES string	[H]/N=C/C[C@]1(CCCCOC)OC(=O)O[C@@H]1CCCCCCCOC.O=C1OCCO1.O=C1OCCO1.O=C1OCCO1.O=C1OCCO1.O=C1OCCO1.O=C1OCCO1.O=C1OCCO1

Here are the Löwdin charges for atoms 1 to 8, given in e: 0.07, 0.12, -0.23, -0.07, -0.34, -0.10, -0.15, -0.14



Entry from the Open Molecules 2025 dataset: C39H62CdN4O2P2SSiTe as an isolated structure (wB97M-V/def2-TZVPD).

The geometry in ORCA input format:
```
! RIJCOSX wB97M-V def2-TZVPD def2/J DEFGRID3
* xyz 0 1
Cd -0.13 0.59 -0.06
C 3.00 -2.17 -0.20
C 3.70 -0.87 -0.59
C 5.20 -1.00 -0.37
P 2.84 0.53 0.30
C 4.14 1.86 0.34
C 3.75 2.99 1.28
C 4.38 2.39 -1.07
C 2.78 -0.07 2.01
C 3.94 -0.12 2.79
C 3.99 -0.67 4.05
C 2.82 -1.25 4.54
C 1.65 -1.21 3.81
C 1.56 -0.60 2.54
N 0.36 -0.57 1.84
C -0.82 -0.78 2.58
C -1.05 -0.11 3.79
C -2.21 -0.30 4.52
C -3.20 -1.16 4.05
C -3.00 -1.80 2.84
C -1.84 -1.62 2.08
P -1.57 -2.38 0.44
C -3.24 -2.92 -0.22
C -3.92 -4.18 0.33
C -4.21 -1.75 -0.26
C -0.86 -4.02 0.96
C -0.54 -4.89 -0.26
C 0.38 -3.86 1.83
H 3.25 -2.97 -0.91
H 1.92 -2.06 -0.18
H 3.32 -2.49 0.79
H 3.51 -0.68 -1.65
H 5.44 -1.14 0.69
H 5.76 -0.14 -0.74
H 5.57 -1.89 -0.89
H 5.07 1.42 0.70
H 2.80 3.44 0.99
H 4.51 3.78 1.26
H 3.65 2.65 2.31
H 3.50 2.91 -1.46
H 4.64 1.60 -1.78
H 5.21 3.11 -1.06
H 4.85 0.32 2.39
H 4.90 -0.68 4.62
H 2.82 -1.74 5.51
H 0.77 -1.68 4.24
H -0.29 0.55 4.18
H -2.34 0.22 5.46
H -4.11 -1.33 4.62
H -3.77 -2.46 2.47
H -2.96 -3.14 -1.26
H -4.36 -4.02 1.31
H -3.26 -5.04 0.39
H -4.74 -4.45 -0.34
H -4.56 -1.49 0.74
H -5.09 -2.02 -0.85
H -3.77 -0.86 -0.70
H -1.63 -4.50 1.56
H 0.32 -4.49 -0.80
H -1.36 -4.95 -0.97
H -0.30 -5.91 0.06
H 1.11 -3.20 1.38
H 0.85 -4.83 1.99
H 0.13 -3.45 2.81
C -6.19 2.78 0.02
O -5.21 2.02 -0.69
C -4.13 1.53 -0.05
O -3.23 1.03 -0.68
N -4.14 1.63 1.32
N -3.09 1.00 1.99
H -6.82 3.23 -0.74
H -5.72 3.57 0.62
H -6.80 2.14 0.65
H -5.03 1.72 1.79
H -3.34 0.05 2.26
H -2.83 1.53 2.81
S 0.64 4.28 3.52
C -0.49 4.80 2.35
C -0.74 3.80 1.47
N -0.05 2.64 1.71
C 0.71 2.75 2.75
H -0.90 5.80 2.37
H -1.42 3.85 0.63
H 1.35 1.96 3.10
C -1.68 -1.30 -3.29
Te 0.17 -2.08 -2.58
C 0.99 -2.36 -4.53
H -2.29 -2.09 -3.72
H -1.47 -0.53 -4.02
H -2.19 -0.85 -2.44
H 0.93 -1.44 -5.10
H 0.47 -3.17 -5.03
H 2.04 -2.63 -4.40
C -1.91 2.92 -2.59
Si -0.24 2.26 -2.00
C 0.71 3.83 -1.50
C 0.65 1.70 -3.58
C 0.07 1.78 -4.84
C 0.80 1.51 -6.00
C 2.14 1.17 -5.91
C 2.74 1.06 -4.66
C 1.99 1.32 -3.52
H -1.74 3.67 -3.37
H -2.44 3.41 -1.78
H -2.56 2.14 -2.98
H 1.39 4.13 -2.30
H 1.30 3.72 -0.59
H 0.01 4.66 -1.34
H -0.97 2.07 -4.94
H 0.32 1.59 -6.97
H 2.71 0.97 -6.81
H 3.78 0.78 -4.58
H 2.47 1.24 -2.55
*
```

Here are the Löwdin charges for atoms 1 to 8, given in e: 1.15, -0.17, -0.54, -0.11, 1.02, -0.56, -0.12, -0.12



no.,E (Ha)
1,-6901.39585
2,-3533.67012
3,-3698.92131